Record 1
Density functional theory data (wB97M-V/def2-TZVPD) for a 2-piece molecular cluster, C9H14 overall.

Properties
**SMILES**: Cc1ccccc1.CC
**Energy relative to the best compared isomer or geometry (same formula, charge and spin)**: 6.4 kcal per mole
**HOMO-LUMO gap**: 10.04 eV
**HOMO energy**: -9.02 eV
**Multiplicity**: 1

CARTESIAN COORDINATES (ANGSTROEM)
H 1.749 -2.308 -2.150
H -0.870 2.274 -1.027
H -0.224 0.563 2.507
C 2.053 -0.553 -1.071
C 1.097 -0.377 1.124
C 0.457 -1.613 0.923
H -2.861 1.014 0.346
C -2.495 0.814 -0.660
H -1.858 1.897 -2.411
H 2.503 1.026 0.294
H 2.692 -0.173 -1.847
H 0.186 -3.274 -0.403
C -1.892 2.039 -1.327
C 0.835 0.296 2.437
H 1.345 1.230 2.677
C 1.905 0.138 0.132
H -3.338 0.435 -1.239
H -0.109 -1.948 1.778
C 1.417 -1.771 -1.271
C 0.607 -2.284 -0.266
H 1.044 -0.374 3.251
H -1.769 0.001 -0.629
H -2.474 2.950 -1.169



Record 2
Density functional theory data (wB97M-V/def2-TZVPD) for a 2-piece molecular cluster, C3H5F3N6O2 overall.

Properties
**SMILES**: NC(/N=[N+](/[O-])O)=N\C(F)(F)F.N=C=N
**Energy relative to the best compared isomer or geometry (same formula, charge and spin)**: 0.0 kcal per mole
**HOMO-LUMO gap**: 9.70 eV
**HOMO energy**: -10.33 eV
**Multiplicity**: 1

CARTESIAN COORDINATES (ANGSTROEM)
N -0.701 0.969 -0.183
F 1.543 1.393 0.074
N 3.294 -1.297 -0.079
N -2.725 -0.919 -0.164
N -1.959 -0.717 0.811
C 0.303 1.905 -0.164
H 0.486 0.815 2.189
O -2.612 -0.218 -1.318
H 3.872 -0.488 0.037
H -0.583 -0.454 2.709
C -0.948 0.206 0.846
N 1.865 -1.999 -1.859
O -3.590 -1.738 -0.140
N -0.299 0.211 2.010
H -1.868 0.452 -1.237
F 0.154 2.870 0.774
C 2.512 -1.510 -0.970
H 0.875 -2.007 -1.996
F 0.381 2.527 -1.341



Record 3
Density functional theory data (wB97M-V/def2-TZVPD) for C22H29N4OSiZn as an isolated structure.

Properties
**HOMO-LUMO gap**: 8.72 eV
**HOMO energy**: -11.30 eV
**Multiplicity**: 1
**Total charge**: +1

CARTESIAN COORDINATES (ANGSTROEM)
N -1.132 1.677 0.630
C -2.552 3.992 1.194
H -0.650 -2.585 -1.290
N 2.141 -0.148 0.270
H -3.047 3.980 -0.907
Si -0.253 0.138 -3.398
C 4.286 0.053 1.261
C -2.243 -4.135 1.206
H -1.941 3.681 3.211
C 1.109 -0.452 3.063
H 0.206 -1.171 -5.530
C -1.463 -1.951 1.787
H -2.236 -0.358 2.956
C 2.720 -0.484 -0.866
H 1.246 -1.474 2.670
H -1.841 1.862 -1.312
Zn 0.107 0.036 0.088
C 2.912 0.070 1.364
H -0.822 -2.039 -4.378
C -1.704 -3.969 -0.042
C 0.925 1.503 -3.975
N -0.980 -1.767 0.575
H 4.522 -0.782 -1.981
C -0.563 1.370 2.997
H 1.098 -0.553 4.163
H 0.910 1.653 -5.031
C -2.563 3.450 -0.114
H 3.047 0.255 3.445
C -1.896 3.315 2.185
H 0.951 -1.945 -4.157
H -1.772 -4.747 -0.796
N -0.186 0.020 2.571
H 1.941 1.272 -3.632
H -1.157 -1.411 3.855
C -1.979 0.604 -4.046
O -0.220 -0.145 -1.825
H 6.014 -0.199 -0.080
H 0.659 2.426 -3.476
C 2.297 0.411 2.678
H -2.403 1.490 -3.617
C 0.055 -1.398 -4.451
C -1.065 -2.775 -0.306
H -1.988 0.755 -5.134
H -1.294 1.320 3.810
H 2.034 -0.709 -1.676
C -1.292 -0.915 2.871
C -2.157 -3.103 2.138
C 4.107 -0.473 -1.033
H -2.548 -3.190 3.158
C 4.926 -0.225 0.058
H -2.669 -0.201 -3.832
H 0.307 1.943 3.362
C -1.831 2.305 -0.325
H -2.757 -5.048 1.468
H 2.058 1.519 2.707
H 4.873 0.181 2.174
C -1.188 2.146 1.897
H -3.060 4.926 1.398



Record 4
Density functional theory data (wB97M-V/def2-TZVPD) for a 10-piece molecular cluster, C42H83ClF5N11O9 overall.

Properties
**SMILES**: CCC[C@@](C#N)(CCCCl)[C@H](C#N)CCCC(F)(F)C(F)(F)F.CN(C)C=O.CN(C)C=O.CN(C)C=O.CN(C)C=O.CN(C)C=O.CN(C)C=O.CN(C)C=O.CN(C)C=O.CN(C)C=O
**HOMO-LUMO gap**: 8.31 eV
**HOMO energy**: -8.02 eV
**Multiplicity**: 1

CARTESIAN COORDINATES (ANGSTROEM)
H 2.756 -0.812 -10.286
C -3.830 -8.636 2.500
C -2.978 -8.076 -3.635
C 6.848 1.618 7.249
H -0.003 -0.672 0.511
C 2.152 5.630 -3.985
H 0.337 2.636 -1.698
N 5.084 -0.612 3.502
H -3.034 -4.496 -5.554
C -3.515 1.903 -0.225
C -2.393 -1.539 -7.055
N -3.848 1.901 7.844
H 1.605 1.576 -7.225
N 6.695 2.981 7.735
H -5.568 1.612 0.322
H 5.155 2.779 9.135
H -2.603 3.494 8.374
H 6.459 -2.083 2.931
F 2.560 4.600 1.562
H 4.726 0.141 -1.453
H -5.186 -6.447 1.667
H -2.106 2.102 6.785
H -4.494 0.599 1.233
H 0.783 6.246 -6.336
C 7.750 3.816 7.666
C -2.367 0.866 -0.299
H 2.499 6.048 -3.040
O -2.729 -5.351 -3.775
H 4.317 1.335 3.347
H -1.481 -1.641 0.723
C 4.210 2.587 -3.357
H 7.638 1.113 7.805
H -1.880 1.896 -2.145
O 0.027 5.152 -2.340
C -3.012 1.479 6.877
H -3.142 2.913 -0.109
F 0.180 2.929 2.764
H 3.206 0.546 -4.821
O -3.212 0.516 6.164
C 0.523 6.843 -5.460
H 0.516 1.636 -0.296
H 3.960 1.676 -1.004
H -0.532 7.105 -5.511
C -2.894 -3.800 -6.401
O 8.840 3.519 7.223
H 5.164 0.727 1.912
H -1.156 6.160 -3.655
H -6.915 -8.801 3.149
C -0.923 -0.782 1.074
C -5.963 -8.841 3.681
H -1.211 3.307 0.833
H -3.288 -1.445 -7.673
H -2.025 -7.968 -4.153
H 4.959 0.367 -4.702
C 3.915 0.835 -1.689
C -2.490 -2.149 -4.630
C -3.557 3.059 8.665
O -2.962 -8.038 1.895
H -3.757 -9.714 2.722
C -5.081 1.165 8.065
H -1.225 4.099 -0.705
H 1.836 0.701 -10.373
H 2.562 2.326 -8.524
C 4.024 0.319 -4.143
C -5.180 -6.657 2.737
C 0.575 4.397 0.415
H -3.227 -1.373 -4.404
H 0.966 4.897 -0.459
H -1.133 1.283 1.440
Cl -3.848 2.126 3.423
H -2.670 -3.005 -3.989
C -3.204 -7.753 -1.156
H 5.917 1.072 7.370
H 0.281 -0.500 2.887
C -0.604 3.512 -0.043
C -4.606 1.591 0.821
O 2.502 -0.915 -6.539
H -2.931 -5.284 -1.753
N -2.602 -2.538 -6.026
N -3.408 -1.377 -1.232
C 2.708 0.215 -9.930
H -6.131 -6.359 3.170
H 2.959 0.322 -1.563
H -4.255 3.601 1.614
C 2.532 1.518 -7.797
H 3.367 1.624 -7.102
O 5.860 -1.335 5.511
F 2.465 2.990 0.137
C 5.362 -0.477 4.810
H -3.507 2.769 9.716
H -4.375 -6.079 3.192
H 3.889 -0.682 -3.743
C -0.159 5.787 -3.370
H 3.609 0.742 -10.252
H 5.466 4.438 8.592
H -2.167 -0.580 -6.593
F 2.271 2.865 3.199
C -1.331 1.399 -1.354
H -2.391 -8.444 -0.933
F 1.479 1.440 1.821
H -5.644 1.626 8.872
C -1.765 0.498 1.051
H -4.340 3.811 8.541
H -2.536 0.363 1.796
C 5.392 -1.874 2.850
O -2.995 -4.151 -7.570
H 4.639 3.297 7.515
H 4.216 3.237 -2.464
H 3.535 0.129 2.311
C 2.585 -0.889 -7.750
H 7.128 1.635 6.196
H 4.850 -2.686 3.336
H -3.994 1.872 -1.200
H 2.818 5.936 -4.786
H 2.650 -1.807 -8.357
N 2.609 0.238 -8.485
C -2.992 -0.341 -0.866
H -3.775 -7.817 -4.333
N 0.795 6.088 -4.252
H 5.109 -1.824 1.802
C -0.664 0.254 -1.984
C -0.188 2.272 -0.819
O 4.334 3.040 -4.485
H -1.415 -0.991 3.190
H -4.153 -8.292 -1.114
H 5.087 0.515 5.207
H 7.529 4.824 8.059
C 5.417 3.398 8.275
C -2.886 -5.873 -2.683
H 1.116 7.759 -5.466
H -5.697 2.843 2.182
H -0.247 -2.129 2.590
C -0.557 -1.089 2.535
H -4.856 0.130 8.323
H -6.100 -8.429 4.683
N -0.107 -0.598 -2.560
H -1.565 -1.835 -7.702
H 0.248 5.189 1.074
H -5.682 1.165 7.155
C 1.371 2.696 2.227
N -4.962 -8.076 2.965
H 2.158 4.545 -3.905
C 4.487 0.459 2.727
H -3.209 -6.969 -0.405
N 4.054 1.292 -3.058
H -1.491 -1.760 -4.432
N -3.020 -7.190 -2.483
C 1.725 3.656 1.041
C -4.666 2.650 1.920
H -5.651 -9.879 3.767
H -3.100 -9.105 -3.308



Record 5
Density functional theory data (wB97M-V/def2-TZVPD) for a 6-piece molecular cluster, C16H44N2O6 overall.

Properties
**SMILES**: NC(N)=O.CC(C)O.CC(C)O.CC(C)O.CC(C)O.CC(C)O
**Energy relative to the best compared isomer or geometry (same formula, charge and spin)**: 169.2 kcal per mole
**HOMO-LUMO gap**: 9.00 eV
**HOMO energy**: -8.67 eV
**Multiplicity**: 1

CARTESIAN COORDINATES (ANGSTROEM)
H 18.699 21.336 -1.988
C 18.086 14.448 -1.784
H 19.035 14.778 -8.801
H 21.867 15.111 -3.348
H 20.348 14.275 -1.812
H 18.382 19.570 -3.645
H 21.186 16.018 1.968
C 18.360 17.211 -7.910
H 17.311 13.656 -1.948
C 21.198 18.389 -3.747
H 21.216 18.018 -5.801
C 20.782 16.744 0.245
H 18.263 17.973 -0.392
C 18.221 20.749 -1.199
H 20.320 17.116 -1.635
H 20.174 16.336 -7.403
H 24.378 15.512 -4.954
H 17.768 15.405 -5.829
C 22.223 14.866 -4.345
H 18.456 15.994 -3.199
C 17.603 19.165 -3.000
H 19.805 18.968 -5.373
O 18.069 14.810 -0.592
C 18.729 15.826 -5.877
H 19.519 13.443 -3.186
H 21.874 15.037 -6.035
N 20.093 16.564 -0.827
H 22.158 17.911 -3.845
H 16.901 16.155 -2.403
H 19.429 15.766 -0.950
H 24.019 15.686 -3.155
H 19.362 15.060 -5.373
O 17.608 18.626 -0.669
N 20.663 15.795 1.088
H 20.955 13.207 -5.039
H 18.904 20.806 -0.325
H 20.391 20.250 -2.961
O 20.507 17.396 -3.378
H 21.408 19.271 -1.801
H 18.681 18.047 -7.373
H 18.697 17.411 -8.987
H 21.367 19.836 -5.519
H 19.205 18.861 -1.545
H 22.639 12.836 -5.020
H 17.198 21.142 -0.991
C 19.409 13.716 -2.061
C 21.281 19.573 -2.861
H 24.320 14.208 -3.919
O 21.871 15.592 -5.271
C 18.163 19.257 -1.594
O 21.832 17.712 0.322
H 17.585 18.079 -3.166
H 19.466 12.873 -1.506
C 20.848 18.866 -5.163
O 18.920 14.807 -7.804
C 21.901 13.399 -4.470
H 19.881 15.199 1.098
H 16.622 19.609 -3.272
H 17.217 14.950 -3.521
H 18.805 16.684 -5.214
C 19.104 16.016 -7.345
C 17.649 15.525 -2.728
H 17.127 15.124 -0.408
H 20.343 16.878 -4.150
H 22.159 20.194 -3.189
H 21.815 12.891 -3.532
C 23.763 15.044 -4.099
H 17.280 17.061 -7.678



Record 6
Density functional theory data (wB97M-V/def2-TZVPD) for a 2-piece molecular cluster, C8H12NO5PS3 overall.

Properties
**Energy relative to the best compared isomer or geometry (same formula, charge and spin)**: 0.0 kcal per mole
**HOMO-LUMO gap**: 5.16 eV
**HOMO energy**: -6.94 eV
**Multiplicity**: 1

CARTESIAN COORDINATES (ANGSTROEM)
C -0.949 -4.031 1.911
S 1.159 -1.750 -2.543
H 0.036 -3.665 2.213
H -1.554 -4.142 2.822
O -0.043 -0.068 2.791
O -0.880 -2.923 -0.203
C -0.944 0.159 1.806
C 0.470 1.935 -1.240
P 0.793 3.619 -1.881
C -0.130 1.738 -0.005
H 1.359 4.534 -0.093
H -0.833 -5.022 1.470
H 2.407 2.861 -3.054
O 1.622 3.402 -3.241
H 0.779 -0.346 2.362
H -0.421 2.668 2.225
H -2.658 -3.454 0.787
H 1.289 0.999 -2.863
H 2.458 -1.978 -2.254
H -0.060 -1.761 -0.010
O -2.106 0.198 2.000
C 0.071 -0.678 -0.319
H -1.814 -2.127 1.518
O 1.858 4.288 -0.892
N 0.843 0.855 -1.964
C 0.657 -0.398 -1.548
C -0.321 0.418 0.447
S -0.810 4.607 -2.135
S -0.650 3.122 0.973
C -1.629 -3.059 0.924



Record 7
Density functional theory data (wB97M-V/def2-TZVPD) for a 4-piece molecular cluster, C19H21NO2 overall.

Properties
**SMILES**: C[N+](=O)[O-].c1ccccc1.c1ccccc1.c1ccccc1
**Energy relative to the best compared isomer or geometry (same formula, charge and spin)**: 103.7 kcal per mole
**HOMO-LUMO gap**: 9.89 eV
**HOMO energy**: -9.39 eV
**Multiplicity**: 1

CARTESIAN COORDINATES (ANGSTROEM)
O 1.731 1.711 1.858
C -2.202 -4.189 -3.173
H -0.399 -4.469 -0.309
C 0.386 5.069 -1.001
C -0.142 0.172 3.821
H -0.082 -0.124 0.930
C -1.751 -4.734 -2.002
H -0.395 -1.334 -3.233
H -0.465 1.572 0.731
H 1.871 -0.500 3.582
H -2.158 -2.478 -4.479
H 0.139 0.641 -0.681
C 0.824 -0.787 3.583
C 0.198 0.782 0.389
C -0.344 -2.829 -1.677
H 0.201 1.175 4.026
C -1.825 -1.512 3.394
C -0.735 -2.305 -2.897
O 2.479 0.747 0.081
H -1.155 -3.442 2.893
H 1.763 5.575 0.598
N 1.585 1.094 0.830
H -0.740 4.392 -2.726
H 1.285 -2.800 2.927
C -0.755 -4.096 -1.259
C 2.241 3.193 -1.741
C 1.524 4.936 -0.240
C -1.710 -2.977 -3.628
H -2.128 -5.700 -1.685
H 0.899 2.646 -3.335
C 1.092 3.333 -2.524
H -2.259 0.543 3.787
H -3.071 -4.645 -3.636
H 0.324 -2.290 -1.012
H -2.880 -1.746 3.350
C -0.818 -2.439 3.142
C 0.510 -2.094 3.189
C 0.142 4.273 -2.108
C -1.474 -0.197 3.668
H 3.362 3.752 -0.056
H -0.420 5.750 -0.746
H 2.891 2.370 -2.018
C 2.460 3.963 -0.615



Record 8
Density functional theory data (wB97M-V/def2-TZVPD) for one molecule with the formula C5H6O.

Properties
**SMILES**: OC=C=C1CC1
**Energy relative to the best compared isomer or geometry (same formula, charge and spin)**: 89.3 kcal per mole
**HOMO-LUMO gap**: 9.24 eV
**HOMO energy**: -8.61 eV
**Multiplicity**: 1

CARTESIAN COORDINATES (ANGSTROEM)
C 0.095 -0.525 0.326
O 1.086 1.661 -0.985
H -1.081 -2.250 -0.272
C -1.016 -1.173 -0.359
H -1.461 -0.780 1.832
C 1.941 0.790 -0.310
C 1.359 -0.215 0.299
H -1.698 0.670 0.740
H 0.344 1.841 -0.396
H 2.980 1.055 -0.431
C -1.239 -0.310 0.883
H -1.311 -0.764 -1.326



Record 9
Density functional theory data (wB97M-V/def2-TZVPD) for one molecule with the formula C5H8O2.

Properties
**SMILES**: O[C@@H]1C=CC[C@@H]1O
**Energy relative to the best compared isomer or geometry (same formula, charge and spin)**: 23.7 kcal per mole
**HOMO-LUMO gap**: 10.77 eV
**HOMO energy**: -9.82 eV
**Multiplicity**: 1

CARTESIAN COORDINATES (ANGSTROEM)
H -1.123 1.025 1.374
C 0.771 -1.316 0.224
H 0.362 0.720 -2.090
H 0.902 1.791 0.372
C -0.829 0.424 0.510
H 2.326 -0.145 -0.745
C 0.475 0.957 -0.175
C -0.504 -1.009 0.937
H -0.352 -1.102 2.018
C 1.365 -0.232 -0.256
H -1.327 -1.672 0.678
H 1.151 -2.317 0.170
O -1.875 0.409 -0.422
O 0.230 1.451 -1.484
H -1.574 1.016 -1.111



Record 10
Density functional theory data (wB97M-V/def2-TZVPD) for a 2-piece molecular cluster, C12H16BClF2O3Si overall.

Properties
**HOMO-LUMO gap**: 2.44 eV
**HOMO energy**: 1.61 eV
**Multiplicity**: 1
**Total charge**: -2

CARTESIAN COORDINATES (ANGSTROEM)
H 0.703 3.240 -0.294
H -0.317 0.109 -5.810
H 1.648 1.758 -0.259
H -2.874 2.558 -0.609
H 0.111 0.554 2.467
C -0.809 -0.381 0.757
F 1.925 -1.054 3.158
C 1.263 -3.293 4.796
O 2.446 -3.431 5.282
H -1.282 -1.590 -4.289
C 1.390 -1.030 1.911
H 0.423 2.309 -4.907
H 0.219 2.796 -2.512
H -0.580 -1.183 0.053
H -2.818 1.992 1.056
C 0.818 2.279 0.215
H -0.490 -1.063 2.831
C -1.065 -0.331 -2.562
H -1.833 3.370 0.564
O 0.314 -2.703 5.418
B 1.438 -2.535 1.323
H -1.489 -1.081 -1.903
O 1.049 -3.821 3.591
C -0.960 -0.627 -3.918
C -2.211 2.398 0.244
H 0.515 -3.255 1.166
C -0.425 0.341 -4.756
H -1.861 -0.520 1.034
F 2.231 -0.195 1.167
Cl 3.044 -3.104 0.768
C -0.121 1.843 -2.897
C 0.002 -0.461 2.067
H 0.985 2.399 1.281
Si -0.738 1.270 -0.156
C -0.010 1.561 -4.253
C -0.643 0.882 -2.023



Record 11
Density functional theory data (wB97M-V/def2-TZVPD) for C4H4NdO2 as an isolated structure.

Properties
**⟨S²⟩**: 6.003
**Energy relative to the best compared isomer or geometry (same formula, charge and spin)**: 104.6 kcal per mole
**HOMO-LUMO gap (alpha / beta)**: 3.54 / 3.68 eV
**HOMO energy (alpha / beta)**: -13.66 / -13.66 eV
**Multiplicity**: 5
**Total charge**: +2

CARTESIAN COORDINATES (ANGSTROEM)
O 1.216 -4.356 2.243
C 2.424 -4.025 2.278
H 4.394 -2.148 -1.071
C 4.579 -1.091 -0.860
H 5.590 -0.699 -0.630
O 3.075 0.668 -1.723
H 1.980 -1.951 2.132
C 3.834 -0.178 -1.417
H 3.262 -4.644 2.628
Nd 1.585 2.788 -2.822
C 2.283 -2.848 1.574



The following molecular weight values (in g mol⁻¹) correspond, in order, to the records above: 122.21 214.11 458.98 1016.64 360.54 329.36 295.38 82.10 100.12 320.60 228.31.